No. 1
Molecular formula: C20H46As4N2Ti
Method: DFT, ωB97M-V with the def2-TZVPD basis set

Charge: +3
<S²>: 0.76
2S+1: 2
Highest occupied orbital energy (alpha / beta), eV: -15.480 / -15.481
Kohn-Sham gap (alpha / beta), eV: 4.63 / 5.04
ΔE to the lowest compared entry with this formula, charge and spin, eV: 0.760

Last column: Löwdin spin population.
Positions of all 73 atoms, in Å:
1 Ti -0.6883 0.9847 0.6703  1.01
2 C 3.5929 0.4240 1.4825  -0.01
3 As 1.6804 0.1175 1.1268  -0.01
4 C 1.1988 -0.6419 2.8734  0.00
5 C 1.5852 -1.5845 0.0891  0.00
6 C 1.8641 -1.5531 -1.4293  0.00
7 C 2.2835 -2.9662 -1.8559  0.00
8 C 0.6087 -1.2020 -2.2404  0.00
9 As -0.4086 0.4501 -1.8331  0.00
10 C -1.8291 0.2355 -3.1656  0.00
11 C 0.6069 1.8765 -2.7168  0.00
12 C 3.0037 -0.5832 -1.7359  0.00
13 As 3.5690 -0.4128 -3.6841  0.00
14 C 5.0375 -1.7031 -3.7838  0.00
15 C 4.6403 1.2061 -3.3956  0.00
16 H 4.0770 -0.5503 1.6118  0.00
17 H 3.6781 0.9891 2.4157  0.00
18 H 4.0920 0.9797 0.6869  0.00
19 H 1.9155 -1.3999 3.2056  0.00
20 H 0.1988 -1.0973 2.8133  0.00
21 H 1.1857 0.1536 3.6290  0.00
22 H 0.5679 -1.9830 0.2706  0.00
23 H 2.3048 -2.2662 0.5633  0.00
24 H 1.5585 -3.7049 -1.5237  0.00
25 H 3.2519 -3.2178 -1.4318  0.00
26 H 2.3573 -3.0173 -2.9406  0.00
27 H -0.1183 -2.0264 -2.1674  0.00
28 H 0.8989 -1.1034 -3.3004  0.00
29 H -1.3718 0.1394 -4.1583  0.00
30 H -2.4806 1.1163 -3.1704  0.00
31 H -2.4287 -0.6572 -2.9641  0.00
32 H 1.0909 1.4878 -3.6216  0.00
33 H 1.3678 2.3046 -2.0599  0.00
34 H -0.0911 2.6653 -3.0146  0.00
35 H 3.8889 -0.8976 -1.1754  0.00
36 H 2.7206 0.4339 -1.3982  0.00
37 H 4.6854 -2.7214 -3.9213  0.00
38 H 5.6641 -1.6464 -2.8956  0.00
39 H 5.6464 -1.4476 -4.6491  0.00
40 H 4.0157 2.0732 -3.1888  0.00
41 H 5.2180 1.4233 -4.2905  0.00
42 H 5.3360 1.0439 -2.5742  0.00
43 N -2.0562 3.7942 1.3062  0.00
44 C -1.6670 5.0752 1.2588  0.00
45 C -0.3288 5.0892 0.9092  0.00
46 C 0.0223 3.7524 0.7667  0.00
47 N -1.0378 2.9570 1.0094  0.00
48 H -2.9860 3.4612 1.5436  0.00
49 H -2.3328 5.8893 1.4724  0.00
50 H 0.2936 5.9500 0.7803  0.00
51 H 0.9994 3.3455 0.5133  0.00
52 C -2.3838 0.4022 4.4437  0.00
53 C -2.5961 -0.8845 3.6433  0.00
54 As -2.5304 -0.4577 1.7103  0.00
55 C -4.2370 0.4865 1.3217  0.00
56 C -5.4857 -0.1997 1.8647  0.00
57 C -2.6433 -2.1439 0.6494  0.01
58 C -3.3566 -3.3019 1.3395  0.00
59 H -2.2957 0.1783 5.5051  0.00
60 H -3.2355 1.0765 4.3217  0.00
61 H -1.4634 0.9195 4.1308  0.00
62 H -3.5657 -1.3359 3.8786  0.00
63 H -1.8254 -1.6290 3.8781  0.00
64 H -4.3007 0.5886 0.2258  0.00
65 H -4.1665 1.4953 1.7516  0.00
66 H -5.6097 -1.1905 1.4288  0.00
67 H -6.3681 0.3857 1.6136  0.00
68 H -5.4451 -0.2957 2.9510  0.00
69 H -1.6116 -2.4445 0.4026  0.00
70 H -3.1485 -1.8826 -0.2926  0.00
71 H -2.8884 -3.5467 2.2941  0.00
72 H -3.3198 -4.1857 0.7050  0.00
73 H -4.4044 -3.0692 1.5216  0.00

Force components x, y, z for each atom (eV/Å):
0.121 0.823 0.296
0.013 0.536 -0.055
1.253 -1.472 0.332
-0.485 0.245 0.273
-0.256 -0.078 -0.140
0.016 0.383 -0.044
-0.165 0.125 0.048
-0.065 -0.278 0.184
0.325 -0.299 -1.807
-0.363 0.100 0.190
0.022 0.244 0.117
0.277 0.189 -0.211
-0.289 0.136 0.119
0.016 0.111 0.215
0.071 -0.199 0.078
-0.331 0.082 -0.100
-0.114 -0.085 -0.140
-0.198 -0.116 0.039
-0.052 0.064 -0.336
0.304 0.024 0.159
-0.044 -0.151 -0.172
0.368 -0.032 0.069
-0.199 0.231 0.146
-0.087 -0.156 -0.019
0.119 -0.050 0.033
0.023 -0.085 -0.071
0.058 0.280 0.000
-0.266 0.124 0.291
0.091 0.013 0.333
0.137 -0.184 0.041
0.133 0.154 0.022
-0.125 -0.122 0.267
-0.052 -0.066 -0.102
0.062 -0.120 0.116
0.027 0.143 0.080
0.215 -0.170 -0.206
-0.121 -0.010 0.023
0.054 -0.023 0.045
-0.032 0.080 -0.049
-0.093 -0.021 0.026
-0.008 -0.053 -0.088
0.055 0.069 0.062
-0.521 0.304 0.076
0.220 -0.482 -0.064
0.158 -0.437 -0.073
0.399 0.809 -0.045
-0.178 -0.329 -0.037
0.331 -0.043 -0.096
-0.235 0.089 0.069
0.166 0.180 -0.015
-0.260 0.008 0.040
0.028 0.023 -0.223
0.222 0.145 -0.039
-1.149 -1.126 0.185
0.124 0.301 -0.211
0.208 -0.295 0.133
0.228 0.092 -0.125
-0.083 0.201 0.260
0.000 -0.004 0.016
0.127 0.045 0.029
-0.203 -0.040 0.156
0.145 0.023 -0.273
-0.138 0.121 -0.232
0.135 -0.010 0.311
0.091 -0.175 -0.093
-0.062 0.029 0.039
0.008 0.057 -0.025
-0.073 -0.009 -0.067
-0.281 0.190 0.055
0.170 0.069 0.228
-0.034 -0.064 -0.060
0.035 -0.006 -0.016
0.005 -0.060 0.035

---

No. 2
Molecular formula: C20H46N5O14S2Zr
Method: DFT, ωB97M-V with the def2-TZVPD basis set

Charge: +2
<S²>: 0.76
2S+1: 2
Highest occupied orbital energy (alpha / beta), eV: -12.384 / -12.384
Kohn-Sham gap (alpha / beta), eV: 4.80 / 4.74

Last column: Löwdin spin population.
Positions of all 88 atoms, in Å:
1 Zr -0.0453 1.1919 -3.4644  0.93
2 C 0.0964 -0.3219 -0.1861  0.00
3 O 0.0432 0.4335 -1.4043  -0.03
4 H -0.7546 -0.2783 0.4936  0.00
5 H 0.5753 -1.2989 -0.2514  0.00
6 H 0.8390 0.1824 0.4322  0.00
7 C 0.1052 -3.2937 5.1663  0.00
8 C 0.5704 -1.8581 4.9633  0.00
9 O 1.4917 -1.3682 5.5284  0.00
10 N 0.0979 -1.2073 3.8959  0.00
11 C 0.2932 0.2670 3.7874  0.00
12 H -0.9841 -3.3316 5.1526  0.00
13 H 0.4583 -3.8266 6.0492  0.00
14 H 0.3373 -3.8650 4.2675  0.00
15 H -0.6121 -1.6000 3.2943  0.00
16 H 0.1304 0.7430 4.7545  0.00
17 H -0.4028 0.5968 3.0161  0.00
18 H 1.3051 0.5461 3.4939  0.00
19 C -3.0136 1.4538 5.2166  0.00
20 C -3.6614 1.0294 3.8443  0.00
21 O -4.5139 0.0936 3.8235  0.00
22 N -3.4035 1.7751 2.7330  0.00
23 C -3.8291 1.3145 1.4001  0.00
24 H -2.8349 0.5744 5.8354  0.00
25 H -3.6890 2.1449 5.7210  0.00
26 H -2.0707 1.9976 5.1590  0.00
27 H -2.8102 2.5862 2.8335  0.00
28 H -4.9158 1.2926 1.4822  0.00
29 H -3.4387 0.3372 1.1161  0.00
30 H -3.6448 2.0729 0.6392  0.00
31 C -0.8202 3.2532 0.4882  0.00
32 C -1.3751 3.5607 -0.9059  0.00
33 O -0.8609 2.9843 -1.9232  0.01
34 N -2.3277 4.5517 -0.9600  0.00
35 C -2.9360 5.0925 -2.1564  0.00
36 H -0.7929 4.1505 1.1063  0.00
37 H 0.2253 2.9576 0.5759  0.00
38 H -1.3291 2.4460 1.0151  0.00
39 H -2.5692 5.2072 -0.2306  0.00
40 H -2.4670 5.9847 -2.5713  0.00
41 H -3.9691 5.2647 -1.8543  0.00
42 H -3.0261 4.3796 -2.9761  0.00
43 C 4.1654 0.6458 -2.0111  0.00
44 C 3.2975 -0.0738 -3.1083  0.00
45 O 2.1121 0.2372 -3.3141  0.03
46 N 4.0643 -0.8494 -3.8609  0.00
47 C 3.5483 -1.5782 -5.0244  0.00
48 H 4.5349 -0.0063 -1.2197  0.00
49 H 3.5665 1.3493 -1.4327  0.00
50 H 5.0024 1.1497 -2.4945  0.00
51 H 5.0410 -1.0190 -3.6675  0.00
52 H 3.9066 -0.9930 -5.8714  0.00
53 H 2.4646 -1.6491 -5.1166  0.00
54 H 4.0295 -2.5558 -5.0538  0.00
55 C -1.0793 -2.2964 -5.7974  0.00
56 C -0.3788 -2.1732 -4.4755  0.01
57 O -0.2431 -1.0660 -3.8917  0.03
58 N -0.0503 -3.3216 -3.9202  0.01
59 C 0.8832 -3.4856 -2.8460  0.00
60 H -0.4460 -2.8036 -6.5253  0.00
61 H -1.3656 -1.3321 -6.2173  0.00
62 H -1.9439 -2.9570 -5.8609  0.00
63 H -0.3047 -4.2148 -4.3172  0.00
64 H 1.6945 -2.7632 -2.7568  0.00
65 H 1.4546 -4.4131 -2.8815  0.00
66 H 0.2423 -3.4052 -1.9679  0.00
67 C -3.2728 -2.5405 -1.6015  0.00
68 C -3.1698 -4.0610 -1.2400  0.00
69 O -2.9937 -4.3067 0.1046  0.00
70 S -3.5122 -2.9786 0.8847  0.00
71 O -2.3957 -2.4137 1.5774  0.00
72 O -4.7883 -3.3292 1.5574  0.00
73 O -3.8595 -2.0154 -0.4325  0.00
74 H -3.9614 -2.3093 -2.4143  0.00
75 H -2.3195 -2.0835 -1.8669  0.00
76 H -2.2919 -4.4514 -1.7548  0.00
77 H -3.9750 -4.7387 -1.5236  0.00
78 C 5.7010 2.9057 1.4885  0.00
79 C 5.6420 2.2664 2.8126  0.00
80 O 4.2538 2.0951 3.0361  0.00
81 S 3.2599 2.1980 1.6727  0.00
82 O 2.0424 2.9079 2.1732  0.00
83 O 3.1119 0.8098 1.0120  0.00
84 O 4.4525 3.1548 0.9643  0.00
85 H 6.1245 2.1312 0.8490  0.00
86 H 6.1951 3.8759 1.5406  0.00
87 H 6.0321 2.9822 3.5361  0.00
88 H 6.0574 1.2596 2.8564  0.00

Force components x, y, z for each atom (eV/Å):
1.329 -3.476 7.820
1.601 1.209 0.301
-1.023 1.011 -3.491
-0.767 -0.324 -0.848
-0.678 -0.397 -0.607
0.297 0.348 0.021
-1.053 0.039 -0.501
0.267 -2.206 -1.005
1.863 1.099 2.532
-1.468 1.728 -1.628
0.148 -1.219 -0.066
-0.187 0.109 0.320
0.262 0.516 -0.116
0.462 -0.051 -0.005
-0.117 -0.053 0.384
-0.278 0.004 -0.101
-0.071 0.283 0.190
0.056 -0.272 -0.091
-0.197 0.050 -1.132
-2.353 -1.915 1.515
2.747 2.368 -0.289
0.973 -0.207 -0.322
-1.097 0.808 0.965
-0.326 0.017 -0.168
-0.265 -0.268 0.048
0.106 -0.057 -0.461
-0.002 -0.297 -0.047
-0.080 -0.609 -0.378
0.063 0.077 0.140
0.440 0.005 0.122
0.307 0.319 0.207
0.739 0.929 0.510
-1.247 0.419 -0.655
1.618 -1.219 -1.163
-0.973 -0.688 -0.871
-0.674 0.095 0.051
0.053 -0.177 -1.046
-0.471 0.140 -0.214
0.699 -0.942 0.989
0.094 0.075 0.412
0.002 0.541 -0.321
0.338 -0.251 0.205
-1.253 -0.232 0.022
2.752 1.989 1.710
-0.929 0.068 -1.148
-2.025 -1.083 -0.590
0.986 0.495 -0.600
0.097 -0.454 -0.376
-0.097 0.144 -0.456
-0.075 -0.012 0.003
-0.205 0.332 0.456
-0.152 -0.349 -0.433
0.156 0.063 0.598
-0.279 -0.014 -0.063
0.026 0.079 -1.035
-1.806 -0.118 -0.406
0.507 0.662 -0.613
1.322 -0.331 -0.615
0.194 0.304 1.860
0.497 0.271 -0.011
0.045 -0.050 0.193
-0.263 0.121 0.804
-0.259 0.441 -0.673
-0.520 0.650 -0.426
-0.749 -0.346 -0.170
0.748 -0.328 0.671
-0.753 -1.288 0.449
0.676 -1.229 -3.331
0.078 2.266 1.581
-3.390 -0.674 2.106
-0.561 -0.133 -0.330
3.806 1.365 -1.956
0.356 -0.403 1.679
-0.086 -0.435 -0.028
0.321 0.009 0.495
0.183 -0.130 -0.041
-0.521 0.739 -0.576
2.071 -0.580 -1.648
-1.068 -0.342 1.282
-2.857 -0.496 -0.545
0.786 -2.002 2.668
3.446 -1.756 -2.425
0.601 5.346 1.839
-4.564 -0.313 -0.738
0.856 0.732 -0.522
0.305 -0.322 -0.453
-0.107 -0.616 0.503
0.566 0.391 0.084

---

No. 3
Molecular formula: C20H46P4PbSe
Method: DFT, ωB97M-V with the def2-TZVPD basis set

Charge: +4
Highest occupied orbital energy (alpha / beta), eV: -19.398 / -19.417
Kohn-Sham gap (alpha / beta), eV: 3.88 / 4.22
ΔE to the lowest compared entry with this formula, charge and spin, eV: 4.422

Last column: Löwdin charge in e.
Positions of all 72 atoms, in Å:
1 Pb 0.5172 -2.6254 -0.8177  1.43
2 P 2.4082 -0.4314 1.6848  0.76
3 P -0.0166 1.9622 2.0192  0.91
4 P 1.4614 1.6472 -1.0537  0.84
5 H -1.7956 -4.6073 -4.7842  0.07
6 C -0.7195 -4.5598 -4.9750  -0.01
7 C 0.1945 -4.2790 -4.0460  -0.10
8 H -0.1254 -4.1516 -2.9901  -0.06
9 C 2.4601 -1.7026 3.0415  -0.25
10 C 3.3991 0.8316 2.6220  -0.25
11 C 3.8212 -1.0897 0.7085  -0.28
12 C -1.5129 2.9609 1.6384  -0.22
13 C -0.3382 1.8123 3.8308  -0.22
14 C 1.1488 3.3842 2.1165  -0.22
15 C 1.8536 1.2396 -2.8367  -0.22
16 C 3.0657 2.5213 -0.7113  -0.21
17 C 0.4413 3.1246 -1.4377  -0.26
18 H -0.4416 -4.8057 -6.0122  0.10
19 H 1.2641 -4.1688 -4.2671  0.07
20 H 1.9101 -2.5970 2.7074  0.04
21 H 1.9783 -1.2875 3.9446  0.06
22 H 3.5081 -1.9632 3.2641  0.08
23 H 2.8351 1.2075 3.4875  0.05
24 H 3.6723 1.6644 1.9594  0.03
25 H 4.3192 0.3434 2.9779  0.09
26 H 3.5007 -1.9751 0.1427  0.01
27 H 4.6231 -1.3631 1.4074  0.08
28 H 4.1884 -0.3323 0.0046  0.04
29 H -1.5677 3.7845 2.3608  0.09
30 H -2.4135 2.3439 1.7235  0.05
31 H -1.4492 3.3698 0.6265  0.04
32 H -0.4185 2.8286 4.2458  0.09
33 H 0.4876 1.2776 4.3179  0.06
34 H -1.2770 1.2758 4.0112  0.03
35 H 0.7954 4.0291 2.9298  0.09
36 H 1.1671 3.9593 1.1879  0.04
37 H 2.1599 3.0408 2.3459  0.03
38 H 2.1394 2.1737 -3.3564  0.08
39 H 0.9549 0.8097 -3.3125  0.04
40 H 2.6951 0.5209 -2.8807  0.07
41 H 3.3200 3.0220 -1.6620  0.09
42 H 3.8435 1.7878 -0.4450  0.04
43 H 2.9372 3.2597 0.0954  0.04
44 H 0.8574 3.5733 -2.3453  0.08
45 H 0.4524 3.8614 -0.6330  0.04
46 H -0.5951 2.8424 -1.6434  0.00
47 C -2.5601 -0.1608 -2.5395  -0.54
48 C -2.5645 -1.5292 -2.8248  -0.16
49 C -2.5672 -1.8782 -4.1721  -0.05
50 C -2.8594 -0.9196 -5.1522  -0.01
51 C -3.1910 0.4097 -4.7953  0.00
52 C -2.9976 0.8104 -3.4638  -0.09
53 Se -1.5136 0.4711 -1.0074  0.78
54 H -0.3459 0.2172 -1.9469  -0.17
55 H -2.4796 -2.2874 -2.0270  0.08
56 H -2.2910 -2.8871 -4.4517  0.06
57 H -2.8737 -1.2184 -6.2006  0.13
58 H -3.5328 1.1098 -5.5651  0.14
59 H -3.1297 1.8459 -3.1402  0.12
60 C -2.2192 -2.9892 1.8128  -0.30
61 P -1.5302 -1.3452 2.2030  0.73
62 C -3.1459 -0.4801 2.4377  -0.25
63 C -1.1575 -1.6605 3.9764  -0.26
64 H -2.4725 -3.0444 0.7507  0.02
65 H -1.4930 -3.7663 2.0658  0.05
66 H -3.1174 -3.1036 2.4240  0.07
67 H -3.8870 -1.1921 2.8343  0.08
68 H -3.0388 0.3549 3.1430  0.04
69 H -3.4964 -0.1017 1.4661  0.03
70 H -1.0176 -0.7034 4.4958  0.03
71 H -0.2371 -2.2563 4.0507  0.04
72 H -1.9906 -2.2154 4.4343  0.08

Force components x, y, z for each atom (eV/Å):
-1.134 0.943 0.144
2.064 -0.330 1.127
-1.263 3.064 2.265
1.971 2.364 -1.948
0.492 -0.299 0.126
0.107 -0.212 -0.178
0.138 0.281 -0.426
-0.030 -0.074 -0.008
-1.063 -0.049 -0.211
-0.510 0.540 -0.366
-0.345 0.161 -0.555
-0.466 -0.841 -1.133
0.311 -1.317 0.068
1.020 -0.487 -0.690
-0.220 -1.367 0.270
-0.146 -0.557 0.765
-0.929 -0.004 0.512
0.063 0.253 0.569
-0.479 -0.274 0.161
0.241 0.111 0.403
0.179 -0.329 -0.362
-0.393 0.177 -0.157
0.253 -0.075 -0.225
0.052 -0.201 0.328
-0.322 0.047 -0.121
0.327 -0.008 0.020
-0.164 -0.012 -0.303
0.007 -0.306 0.086
0.236 -0.213 0.013
0.074 0.194 -0.040
-0.164 0.004 0.181
0.089 -0.256 -0.313
-0.276 0.176 0.113
0.297 0.191 -0.028
-0.067 -0.222 -0.136
-0.018 -0.081 0.256
-0.152 0.312 0.053
-0.163 -0.430 0.409
0.500 0.183 -0.120
-0.430 0.336 -0.136
-0.033 -0.151 0.447
-0.125 0.502 -0.173
0.241 -0.309 -0.387
0.122 -0.063 0.179
0.020 -0.081 -0.183
0.243 0.255 -0.049
-0.845 0.584 -0.159
1.092 0.263 -0.028
-0.361 0.260 -0.279
-0.242 0.400 0.267
0.158 -0.798 0.118
0.426 -0.534 0.200
0.113 -1.782 -1.077
-0.537 0.447 0.785
0.111 0.315 -0.324
-0.543 0.279 -0.001
-0.023 0.117 0.274
0.173 -0.213 0.413
0.128 -0.288 -0.281
0.396 -0.077 -0.445
-0.609 -0.485 1.150
0.244 0.553 -0.614
0.559 0.124 -0.133
-0.269 -0.185 0.025
-0.114 -0.077 -0.003
0.063 -0.335 -0.210
0.309 0.247 -0.104
-0.124 -0.193 -0.252
-0.176 -0.021 0.350
-0.007 -0.484 0.021
-0.307 0.136 0.196
0.226 0.199 -0.133

---

Number 1: molecular weight 662.157 g/mol, calculated total energy -290908.77134 eV. Number 2: molecular weight 735.967 g/mol, calculated total energy -80533.47508 eV. Number 3: molecular weight 696.644 g/mol, calculated total energy -129186.99160 eV.